1.
Computed, not measured: the molecule C9H14N4O4, with ωB97M-V/def2-TZVPD.

Values from the calculation:
**Calculated total energy**: -871.36994 hartree
**HOMO-LUMO gap**: 9.76 eV
**Strongest force on any atom**: 0.0465 Eh/bohr
**Structure (SMILES)**: N[C@@H](CO)C(=O)N[C@@H](Cc1c[nH]cn1)C(=O)O
**Relative energy (zero: lowest compared OMol25 entry of this formula, charge and spin)**: 72.6 kJ/mol
**Charge**: 0

Geometry as XYZ:
```
31
Properties=species:S:1:pos:R:3:mulliken_charge:R:1
N 0.54471 -4.09246 -0.52691 -0.623
C 0.37621 -3.05736 -1.57312 -0.069
C -0.64741 -3.61189 -2.56394 -0.670
O -1.77079 -4.16058 -1.92027 -0.591
C -0.20533 -1.74782 -1.00305 0.532
O -1.37411 -1.68502 -0.67945 -0.729
N 0.62243 -0.68198 -0.90602 -0.159
C 0.22155 0.62595 -0.37230 0.120
C 0.16078 0.52292 1.16832 -0.845
C -0.25106 1.81091 1.89471 0.401
C -1.48597 2.22052 2.24052 -0.682
N -1.30042 3.44737 2.85675 -0.095
C -0.00702 3.73872 2.77604 -0.299
N 0.69063 2.80020 2.23348 -0.613
C 1.29713 1.55991 -0.76162 0.310
O 2.46845 1.18008 -0.79102 -0.615
O 0.86578 2.80523 -0.96389 -0.421
H 0.87860 -3.69937 0.40789 0.273
H -0.35696 -4.53505 -0.32671 0.327
H 1.30935 -2.88604 -2.07955 0.354
H -0.12053 -4.42789 -3.14847 0.343
H -0.86150 -2.81570 -3.32979 0.290
H -2.11997 -3.41569 -1.35390 0.395
H 1.65778 -0.89512 -0.93700 0.328
H -0.70777 0.92811 -0.84087 0.405
H 1.13271 0.22856 1.48335 0.318
H -0.55615 -0.29695 1.34294 0.515
H -2.46565 1.82928 2.17627 0.487
H -2.04958 4.12117 3.09732 0.243
H 0.40180 4.72582 3.07489 0.385
H 1.68851 3.33815 -1.16377 0.383
```

=====

2.
Computed, not measured: a structure of composition C9H14N4O4Pt, with ωB97M-V/def2-TZVPD.

Values from the calculation:
**Calculated total energy**: -990.53857 hartree
**HOMO-LUMO gap (alpha / beta)**: 5.34 / 5.32 eV
**Strongest force on any atom**: 0.1229 Eh/bohr
**Charge**: 0

Geometry as XYZ:
```
32
Properties=species:S:1:pos:R:3:mulliken_charge:R:1
Pt 1.61864 0.16792 -0.25333 0.633
N 2.67989 -1.00077 -2.16702 -0.555
C 2.97504 0.16538 -3.00085 -0.558
C 3.59138 1.29208 -2.15615 0.744
O 4.50688 1.97612 -2.58007 -0.676
N 2.98517 1.43856 -0.95247 -0.241
C 3.54256 2.31237 -0.01763 -0.730
C 4.04107 1.35803 1.28211 0.709
O 5.10007 1.69967 1.73403 -0.621
O 3.22728 0.47697 1.53927 -0.698
H 2.21031 -1.73088 -2.69458 0.222
H 3.53623 -1.37864 -1.77147 0.239
H 3.66153 -0.05563 -3.82595 0.351
H 2.03303 0.53183 -3.42125 0.269
H 4.40799 2.86593 -0.38707 0.365
H 2.80384 2.96173 0.45372 0.255
N 0.02933 -0.83081 0.29977 -0.461
C -1.08021 -0.70025 0.62666 0.489
N -2.33728 -0.69287 0.93333 0.059
C -3.32828 -0.35381 -0.07735 -0.517
C -4.60744 -1.13901 0.22930 -0.583
O -5.04490 -0.90775 1.54671 -0.364
C -4.07331 -1.30065 2.48763 -0.571
C -2.78323 -0.49603 2.30352 -0.530
H -2.94574 -0.61004 -1.06694 0.407
H -3.54126 0.72223 -0.04039 0.285
H -4.42462 -2.21313 0.06685 0.343
H -5.42049 -0.80925 -0.41831 0.340
H -3.85360 -2.37493 2.38665 0.341
H -4.50930 -1.11178 3.46876 0.344
H -2.00813 -0.83024 2.99482 0.427
H -2.99246 0.56767 2.47768 0.282
```

=====

3.
Computed, not measured: a cluster of 2 separate species, C9H14O in total, with ωB97M-V/def2-TZVPD.

Values from the calculation:
**Calculated total energy**: -426.43208 hartree
**HOMO-LUMO gap (alpha / beta)**: 2.51 / 6.87 eV
**Spin multiplicity**: 2
**Strongest force on any atom**: 0.1001 Eh/bohr
**<S²>**: 0.760
**Relative energy (zero: lowest compared OMol25 entry of this formula, charge and spin)**: 242.2 kJ/mol
**Charge**: -1

Geometry as XYZ:
```
24
Properties=species:S:1:pos:R:3:mulliken_charge:R:1
C -2.33954 -3.94993 -0.32603 -1.149
C -0.22562 -0.17556 -0.45949 0.150
C -0.27039 -0.98594 -1.60621 -0.878
C -0.82952 -0.54681 0.69770 -1.105
C -0.88890 -2.23167 -1.58794 -0.488
C -1.64058 -1.67578 0.58288 -0.109
C -1.62414 -2.57312 -0.42369 0.285
O 0.34938 1.03135 -0.50487 -0.098
H 0.36553 1.40697 -1.46090 0.193
H 0.21532 -0.63819 -2.45055 0.398
H -0.65926 -0.20873 1.59785 0.637
H -0.74809 -2.99697 -2.38796 0.255
H -2.32591 -1.76243 1.51532 0.156
H -3.38538 -4.14006 -0.00456 0.304
H -1.78255 -4.60534 0.35033 0.197
H -2.45672 -4.10636 -1.45919 0.247
C 2.36189 3.66426 1.75623 -0.982
C 2.23546 3.53524 0.16859 -0.608
H 1.80473 4.51998 2.18085 0.259
H 2.03239 2.66557 2.23384 0.214
H 3.23840 3.41508 2.22498 0.409
H 1.17055 3.37741 -0.09237 0.109
H 2.79257 2.64379 -0.04748 0.228
H 2.61037 4.33722 -0.49735 0.377
```

=====

4.
Computed, not measured: a cluster of 2 separate species, C9H14O in total, with ωB97M-V/def2-TZVPD.

Values from the calculation:
**Calculated total energy**: -426.48479 hartree
**HOMO-LUMO gap**: 8.71 eV
**Strongest force on any atom**: 0.1280 Eh/bohr
**Structure (SMILES)**: Cc1ccc(O)cc1.CC
**Relative energy (zero: lowest compared OMol25 entry of this formula, charge and spin)**: 231.0 kJ/mol
**Charge**: 0

Geometry as XYZ:
```
24
Properties=species:S:1:pos:R:3:mulliken_charge:R:1
C 1.43757 2.84624 1.77225 -1.132
C 0.77624 1.44991 1.53566 0.566
C -0.21260 1.44208 0.59665 -0.777
C -1.05388 0.25471 0.50500 -0.438
C -0.62893 -0.94381 1.15079 0.809
O -1.23425 -2.03574 0.86533 -0.564
C 0.50294 -0.91178 1.95338 -0.339
C 1.32328 0.19054 2.07363 -0.715
H 2.30493 2.78021 2.46775 0.312
H 0.64995 3.32574 2.42938 0.280
H 1.63142 3.50577 0.90447 0.298
H -0.50206 2.11558 -0.08450 0.476
H -1.79621 0.29051 -0.27571 0.279
H -1.88928 -1.94586 0.05950 0.357
H 0.98017 -1.82090 2.60787 0.165
H 2.23790 0.26164 2.56684 0.415
C -0.36579 -0.97626 -3.42733 -0.683
C -0.37593 -1.03544 -4.95085 -0.909
H 0.50106 -0.44247 -2.98760 0.294
H -1.24433 -0.41891 -3.17258 0.233
H -0.34739 -2.00285 -2.91872 0.247
H -1.18256 -1.72400 -5.23604 0.264
H 0.59822 -1.46750 -5.07102 0.270
H -0.48529 -0.06825 -5.46729 0.292
```